# 1
The following is a quantum chemistry calculation of a structure of composition C37H32BN8NiP2S2, from the OMol25 dataset.

Last column: natural (NBO) charge in e.
Geometry (Å):
Ni: -0.2717 0.4397 0.0871  1.335
S: -0.7299 2.7270 0.6411  -0.635
P: 0.9459 2.9864 -0.4445  1.349
C: 1.3948 1.3265 -0.8578  -1.052
P: 2.8932 0.6317 -1.5625  1.305
S: 3.0685 -1.2962 -1.3297  -0.578
C: 4.2902 1.5530 -0.8477  -0.404
C: 5.1017 0.8928 0.0703  -0.173
C: 6.1654 1.5534 0.6669  -0.214
C: 6.4374 2.8726 0.3357  -0.194
C: 5.6344 3.5368 -0.5811  -0.207
C: 4.5581 2.8834 -1.1608  -0.200
C: 2.8643 0.9703 -3.3528  -0.400
C: 3.8476 1.6513 -4.0596  -0.145
C: 3.7480 1.7868 -5.4401  -0.229
C: 2.6739 1.2378 -6.1216  -0.205
C: 1.7055 0.5232 -5.4241  -0.205
C: 1.8079 0.3804 -4.0522  -0.198
C: 2.1282 3.9348 0.5574  -0.407
C: 2.5284 3.3800 1.7726  -0.119
C: 3.4012 4.0674 2.5985  -0.223
C: 3.8576 5.3274 2.2322  -0.192
C: 3.4565 5.8873 1.0294  -0.205
C: 2.6059 5.1875 0.1849  -0.197
C: 0.5446 4.0587 -1.8518  -0.410
C: 0.7972 3.6852 -3.1638  -0.196
C: 0.4112 4.5100 -4.2149  -0.199
C: -0.2302 5.7087 -3.9541  -0.192
C: -0.4954 6.0842 -2.6405  -0.213
C: -0.1179 5.2622 -1.5945  -0.173
H: 4.8996 -0.1491 0.2878  0.247
H: 6.7900 1.0324 1.3814  0.217
H: 7.2747 3.3859 0.7916  0.215
H: 5.8398 4.5681 -0.8370  0.216
H: 3.9201 3.4202 -1.8535  0.218
H: 4.7044 2.0671 -3.5488  0.216
H: 4.5198 2.3184 -5.9820  0.216
H: 2.6007 1.3464 -7.1962  0.215
H: 0.8798 0.0636 -5.9528  0.218
H: 1.0759 -0.2077 -3.5118  0.243
H: 2.1472 2.4109 2.0725  0.219
H: 3.7162 3.6257 3.5350  0.220
H: 4.5257 5.8723 2.8870  0.217
H: 3.8126 6.8679 0.7399  0.216
H: 2.3180 5.6229 -0.7627  0.228
H: 1.2975 2.7530 -3.3757  0.241
H: 0.6144 4.2061 -5.2338  0.221
H: -0.5330 6.3514 -4.7709  0.217
H: -1.0075 7.0152 -2.4345  0.219
H: -0.3497 5.5443 -0.5743  0.231
C: 1.4474 -3.0434 1.8080  -0.344
C: 1.5057 -1.6756 1.5247  0.001
N: 0.4693 -1.3137 0.7892  -0.374
N: -0.2785 -2.4157 0.5797  -0.342
C: 0.2962 -3.4727 1.1844  0.001
B: -1.6948 -2.3395 -0.0485  0.934
N: -2.5637 -1.4029 0.8521  -0.335
C: -3.7689 -1.5142 1.4418  -0.019
C: -4.0355 -0.3466 2.1223  -0.343
C: -2.9191 0.4573 1.8766  -0.021
N: -2.0486 -0.1798 1.1088  -0.359
N: -1.6458 -1.6601 -1.4429  -0.330
C: -2.1886 -2.0152 -2.6200  0.012
C: -2.0069 -0.9785 -3.5125  -0.353
C: -1.3286 -0.0018 -2.7785  -0.024
N: -1.1158 -0.4232 -1.5414  -0.374
N: -2.2315 -3.7612 -0.1295  -0.381
C: -2.8945 -4.5209 0.7788  -0.040
C: -2.9021 -5.8162 0.3292  -0.356
C: -2.1909 -5.7605 -0.8841  -0.051
N: -1.7783 -4.5355 -1.1485  -0.276
H: 2.1538 -3.6365 2.3611  0.230
H: 2.2621 -0.9533 1.7849  0.216
H: -0.1426 -4.4543 1.1192  0.230
H: -4.3854 -2.3851 1.3112  0.222
H: -4.9137 -0.1087 2.6958  0.230
H: -2.7168 1.4664 2.1973  0.221
H: -2.6465 -2.9790 -2.7463  0.244
H: -2.3196 -0.9381 -4.5410  0.229
H: -0.9934 0.9805 -3.0752  0.219
H: -3.2659 -4.1178 1.7039  0.220
H: -3.3478 -6.6713 0.8069  0.229
H: -1.9592 -6.5607 -1.5697  0.209

For the energy above the lowest of the compared OMol25 structures with the same formula, charge and spin, the calculation gives 3.6 kcal/mol. Its spin multiplicity is 4. The calculation puts the energy at -4879.60037 Ha. The largest force on an atom is 0.37 eV Å⁻¹. As for the expectation value of S²: 3.7608. Its orbital gap (alpha / beta) is 0.305 / 0.236 hartree. The LUMO energy (alpha / beta) is 0.48 / -1.38 eV.

# 2
The following is a quantum chemistry calculation of a cluster of 2 separate species, C4H4N2O in total at a distorted geometry, from the OMol25 dataset.

Last column: natural (NBO) charge in e.
Geometry (Å):
C: 0.9771 -1.4412 0.2175  0.036
N: 1.8191 -2.0768 -0.4544  -0.283
C: 1.0964 -0.9236 -1.1327  -0.341
H: 0.5621 -1.4325 1.2185  0.216
H: 0.3723 -1.1915 -1.9015  0.186
H: 1.6875 -0.0318 -1.3383  0.192
N: 0.0466 1.6203 2.0065  -0.233
C: -0.4930 1.3935 1.0085  0.152
C: -1.1856 1.0775 -0.2568  0.339
O: -0.9507 1.6774 -1.2723  -0.428
H: -1.9240 0.2602 -0.1834  0.163

For the energy above the lowest of the compared OMol25 structures with the same formula, charge and spin, the calculation gives 86.6 kcal/mol. Its spin multiplicity is 1. The calculation puts the energy at -339.44360 Ha. The largest force on an atom is 1.15 eV Å⁻¹. As for the SMILES: C1=NC1.N#CC=O. Its orbital gap is 0.354 hartree. The LUMO energy is -0.98 eV.

# 3
The following is a quantum chemistry calculation of the molecule C7H15N3O4, from the OMol25 dataset.

Last column: natural (NBO) charge in e.
Geometry (Å):
N: 3.0370 -1.5305 0.5473  -0.833
C: 3.3363 -0.3781 -0.3075  -0.254
C: 2.8503 0.9121 0.3343  -0.067
O: 1.5975 1.3091 -0.2509  -0.542
C: 0.5425 1.3622 0.5904  0.910
O: 0.5412 1.9637 1.6292  -0.607
N: -0.5338 0.6365 0.0981  -0.452
C: -1.6987 0.6560 0.9919  -0.219
C: -2.7317 -0.3972 0.5990  -0.232
N: -3.6689 -0.6100 1.7040  -0.845
C: -0.8222 0.8565 -1.3250  -0.332
C: -0.6096 -0.4206 -2.1221  0.789
O: 0.4613 -0.8800 -2.3866  -0.558
O: -1.7772 -1.0056 -2.5149  -0.707
H: 3.5292 -2.3559 0.2310  0.359
H: 3.3203 -1.3501 1.5030  0.348
H: 2.8027 -0.5060 -1.2508  0.228
H: 4.4049 -0.2882 -0.5428  0.164
H: 3.5602 1.7221 0.1698  0.190
H: 2.7217 0.7813 1.4108  0.194
H: -1.3408 0.3940 1.9847  0.229
H: -2.1482 1.6540 1.0420  0.187
H: -3.2786 -0.0871 -0.2945  0.185
H: -2.2025 -1.3176 0.3334  0.183
H: -3.6201 -1.5520 2.0632  0.364
H: -4.6227 -0.4264 1.4302  0.363
H: -1.8436 1.2197 -1.4411  0.215
H: -0.1484 1.6024 -1.7436  0.243
H: -1.6583 -1.9641 -2.4824  0.498

For the energy above the lowest of the compared OMol25 structures with the same formula, charge and spin, the calculation gives 0.0 kcal/mol. Its spin multiplicity is 1. The calculation puts the energy at -740.95927 Ha. The largest force on an atom is 0.82 eV Å⁻¹. As for the SMILES: NCCOC(=O)N(CCN)CC(=O)O. Its orbital gap is 0.363 hartree. The LUMO energy is 0.60 eV.